Below is 2 unconnected molecules or ions with the total composition C32H37BO4S2 in a non-equilibrium geometry, with properties calculated with ωB97M-V/def2-TZVPD.

CARTESIAN COORDINATES (ANGSTROEM)
C -3.24 -1.55 5.28
O -2.25 -0.53 5.01
C -1.92 -0.26 3.72
C -0.68 0.38 3.49
C -0.15 0.41 2.21
C -0.87 -0.10 1.11
C -0.19 -0.23 -0.21
B 0.77 -1.75 -0.16
O 1.82 -1.57 -1.02
C 2.91 -2.31 -0.43
C 3.03 -3.58 -1.27
C 4.17 -1.48 -0.60
C 2.41 -2.57 1.05
C 2.76 -3.92 1.65
C 2.80 -1.48 2.04
O 0.96 -2.53 0.94
C -1.05 -0.80 -1.33
C -1.48 -2.15 -1.18
C -2.22 -2.80 -2.14
C -2.44 -2.12 -3.34
C -2.08 -0.76 -3.51
C -1.41 -0.09 -2.49
C -2.40 -0.39 -4.92
C -2.69 -1.75 -5.57
O -2.85 -2.74 -4.49
C -2.20 -0.49 1.34
C -2.72 -0.62 2.62
H -3.32 -1.54 6.36
H -4.20 -1.30 4.81
H -2.89 -2.53 4.93
H -0.12 0.77 4.34
H 0.83 0.85 2.04
H 0.46 0.60 -0.49
H 3.93 -4.14 -0.99
H 2.16 -4.23 -1.15
H 3.12 -3.32 -2.33
H 5.05 -2.11 -0.38
H 4.26 -1.11 -1.63
H 4.19 -0.61 0.07
H 3.83 -3.98 1.84
H 2.24 -4.03 2.61
H 2.47 -4.74 0.99
H 3.88 -1.55 2.27
H 2.57 -0.47 1.66
H 2.24 -1.62 2.97
H -1.26 -2.69 -0.25
H -2.57 -3.82 -2.03
H -1.14 0.96 -2.61
H -3.31 0.24 -4.95
H -1.59 0.15 -5.41
H -1.84 -2.07 -6.19
H -3.60 -1.77 -6.18
H -2.84 -0.76 0.50
H -3.72 -1.03 2.76
C 4.40 3.24 -1.24
C 3.10 3.13 -0.55
C 2.94 3.13 0.82
C 1.58 3.14 1.22
C 0.70 3.24 0.14
C -0.66 3.56 0.18
C -1.45 3.78 1.31
C -2.71 4.30 0.98
C -2.92 4.42 -0.39
C -4.11 4.98 -1.05
S -1.56 3.90 -1.29
S 1.59 3.12 -1.37
H 5.21 3.03 -0.54
H 4.49 2.57 -2.10
H 4.53 4.28 -1.60
H 3.78 3.16 1.50
H 1.22 3.13 2.25
H -1.08 3.57 2.31
H -3.47 4.58 1.71
H -4.90 5.13 -0.32
H -3.88 5.95 -1.52
H -4.46 4.29 -1.83

Summary:
- Total charge: 0
- SMILES: COc1ccc([C@@H](B2OC(C)(C)C(C)(C)O2)c2ccc3c(c2)CCO3)cc1.Cc1ccc(-c2ccc(C)s2)s1
- M: 560.59 u
- HOMO energy: -7.1 eV

Below is a molecular structure, C32H37ClGe2IN5OSSc, with properties calculated with ωB97M-V/def2-TZVPD.

CARTESIAN COORDINATES (ANGSTROEM)
Sc 0.49 1.11 0.63
N 4.33 -1.08 2.15
C 3.48 -0.34 1.42
S 2.01 -1.24 0.96
N 3.79 0.90 1.19
N 2.79 1.58 0.52
C 3.09 2.79 0.27
C 2.12 3.66 -0.41
C 2.46 4.95 -0.77
C 1.52 5.71 -1.45
C 0.29 5.16 -1.74
C 0.03 3.86 -1.33
N 0.91 3.12 -0.66
H 4.14 -2.04 2.37
H 5.10 -0.61 2.61
H 4.06 3.18 0.55
H 3.44 5.34 -0.54
H 1.76 6.73 -1.75
H -0.47 5.71 -2.28
H -0.93 3.41 -1.53
Cl -3.99 5.44 3.84
C -2.65 4.45 3.38
C -1.53 4.43 4.15
C -0.42 3.61 3.81
I 1.24 3.60 5.04
C -0.45 2.83 2.68
O 0.52 2.00 2.32
C -1.60 2.91 1.84
N -1.56 2.17 0.69
C -2.63 2.11 -0.07
C -3.81 2.83 0.22
C -3.84 3.62 1.33
C -2.72 3.68 2.18
H -1.49 5.03 5.05
H -2.58 1.48 -0.95
H -4.66 2.74 -0.44
H -4.73 4.19 1.57
C -0.53 -3.12 3.19
C -0.72 -1.61 3.03
Ge -1.13 -1.02 1.18
C -3.11 -0.92 1.10
C -3.83 -2.07 1.80
C -0.79 -2.61 0.02
C 0.12 -2.76 -0.95
Ge 1.37 -1.31 -1.28
C 0.44 0.27 -2.05
C -0.67 -0.25 -2.98
C 3.08 -1.53 -2.18
C 3.06 -1.54 -3.71
C 0.24 -4.00 -1.76
C 0.16 -5.24 -1.13
C 0.23 -6.42 -1.87
C 0.40 -6.37 -3.24
C 0.49 -5.14 -3.88
C 0.42 -3.97 -3.14
H -0.31 -3.39 4.22
H 0.29 -3.48 2.57
H -1.42 -3.67 2.89
H 0.16 -1.08 3.39
H -1.55 -1.27 3.66
H -3.41 -0.89 0.04
H -3.43 0.04 1.53
H -3.53 -3.04 1.40
H -4.92 -2.00 1.69
H -3.62 -2.08 2.87
H -1.46 -3.46 0.14
H 1.17 0.87 -2.59
H -0.06 0.95 -1.36
H -0.25 -0.79 -3.83
H -1.25 0.58 -3.39
H -1.35 -0.92 -2.46
H 3.55 -2.43 -1.78
H 3.67 -0.69 -1.82
H 2.65 -2.47 -4.11
H 4.07 -1.45 -4.11
H 2.48 -0.72 -4.12
H 0.05 -5.29 -0.05
H 0.17 -7.37 -1.36
H 0.47 -7.28 -3.82
H 0.62 -5.09 -4.95
H 0.46 -3.02 -3.66

Summary:
- Total charge: +1
- M: 892.28 u
- HOMO energy: -9.8 eV

Below is a molecular structure, C32H37F18MgO17 in a non-equilibrium geometry, with properties calculated with ωB97M-V/def2-TZVPD.

CARTESIAN COORDINATES (ANGSTROEM)
Mg -1.78 2.48 -2.43
C -2.63 6.31 -3.51
C -2.21 5.06 -3.03
C -1.83 4.97 -1.49
O -1.40 3.84 -1.12
C -1.92 6.12 -0.69
C -2.22 7.35 -1.25
C -2.59 7.45 -2.73
O -2.82 8.55 -3.27
O -2.19 8.38 -0.56
O -2.24 3.94 -3.61
H -2.88 6.34 -4.56
H -1.54 6.04 0.32
C 0.24 -0.42 -0.08
C -1.21 0.03 -0.37
O -1.24 0.94 -1.40
H 0.86 0.46 0.11
H 0.65 -0.90 -0.97
H 0.23 -1.12 0.77
H -1.64 0.41 0.56
H -1.81 -0.87 -0.60
C 0.20 -2.16 -4.05
C -0.36 -0.75 -3.93
O -1.15 -0.52 -5.14
C -1.83 0.60 -5.20
O -2.15 1.24 -4.24
C -2.47 0.78 -6.59
F -2.10 1.94 -7.12
F -2.14 -0.21 -7.41
F -3.80 0.81 -6.49
H 1.05 -2.24 -3.38
H 0.49 -2.37 -5.08
H -0.57 -2.87 -3.75
H 0.48 -0.06 -3.90
H -1.10 -0.68 -3.15
C -0.74 -2.33 4.00
C -0.44 -1.20 4.98
O -0.15 -1.82 6.26
C -1.17 -1.96 7.08
O -2.26 -1.49 6.94
C -0.88 -2.82 8.34
F -1.03 -2.04 9.43
F -1.71 -3.85 8.38
F 0.40 -3.24 8.35
H -1.16 -2.01 3.04
H -1.53 -3.00 4.35
H 0.18 -2.91 3.90
H -1.32 -0.57 5.03
H 0.50 -0.70 4.74
C 3.49 -2.47 1.50
C 3.64 -3.66 2.41
O 4.40 -4.65 1.71
C 4.62 -5.81 2.31
O 4.14 -6.15 3.35
C 5.50 -6.79 1.50
F 6.76 -6.67 1.94
F 5.08 -8.03 1.64
F 5.43 -6.46 0.21
H 2.91 -1.73 2.05
H 3.03 -2.66 0.54
H 4.46 -1.98 1.37
H 2.73 -4.16 2.76
H 4.11 -3.35 3.34
C -1.62 -5.19 -0.05
C -0.66 -4.10 0.39
O 0.48 -3.96 -0.48
C 1.47 -4.82 -0.39
O 1.55 -5.63 0.49
C 2.46 -4.79 -1.56
F 2.43 -3.64 -2.23
F 3.68 -5.00 -1.05
F 2.17 -5.80 -2.39
H -1.06 -6.11 -0.23
H -2.07 -4.94 -1.01
H -2.41 -5.29 0.69
H -0.23 -4.25 1.38
H -1.11 -3.11 0.33
C 3.62 2.27 -1.40
C 2.24 2.01 -1.97
O 2.26 2.58 -3.32
C 1.09 2.66 -3.91
O 0.03 2.53 -3.38
C 1.21 3.06 -5.40
F 0.91 1.98 -6.16
F 0.37 4.03 -5.70
F 2.45 3.47 -5.69
H 4.01 3.26 -1.63
H 4.31 1.55 -1.84
H 3.67 2.10 -0.33
H 1.47 2.62 -1.49
H 2.01 0.95 -1.93
C -1.46 2.28 3.07
C -1.77 3.29 1.95
O -2.99 3.97 2.19
C -2.97 5.01 3.00
O -2.04 5.31 3.69
C -4.19 5.94 2.92
F -3.80 7.06 2.32
F -5.14 5.40 2.17
F -4.62 6.24 4.13
H -0.45 1.89 2.95
H -2.13 1.42 2.91
H -1.80 2.63 4.04
H -1.81 2.78 0.99
H -0.94 3.99 1.85

Summary:
- Total charge: -1
- M: 1059.90 u
- HOMO energy: -4.5 eV

For reference, ΔE to the lowest compared entry with this formula, charge and spin by record: 0.00, 6.55, 19.91 kcal/mol.